(1)
Here is a cluster of 8 separate species, C32H84N4O16 in total from OMol25. Energies are from ωB97M-V with the def2-TZVPD basis set.

Positions of all 136 atoms, in Å:
C  3.129  3.397  -0.454
O  3.058  2.309  -1.306
C  3.788  2.473  -2.549
C  3.435  1.388  -3.498
N  2.132  1.584  -4.192
C  2.140  2.654  -5.189
C  2.004  2.185  -6.593
O  2.143  3.324  -7.474
C  2.310  2.867  -8.843
H  2.686  3.144  0.505
H  2.522  4.239  -0.860
H  4.145  3.803  -0.282
H  4.888  2.403  -2.358
H  3.588  3.474  -2.984
H  3.350  0.459  -2.882
H  4.227  1.269  -4.219
H  1.360  1.669  -3.549
H  3.106  3.124  -5.181
H  1.364  3.375  -4.977
H  1.061  1.693  -6.810
H  2.819  1.465  -6.818
H  3.266  2.365  -8.816
H  2.200  3.798  -9.425
H  1.482  2.235  -9.037
C  -6.936  3.764  0.991
O  -5.737  3.259  1.576
C  -5.359  1.969  1.117
C  -4.238  1.490  2.001
N  -2.922  2.180  1.748
C  -2.314  2.030  0.400
C  -1.055  2.924  0.269
O  -1.487  4.279  0.235
C  -0.441  5.207  0.469
H  -7.851  3.231  1.362
H  -6.985  3.776  -0.118
H  -6.963  4.806  1.321
H  -5.102  1.912  0.045
H  -6.156  1.253  1.306
H  -3.999  0.451  1.791
H  -4.478  1.507  3.056
H  -3.040  3.200  1.881
H  -3.022  2.242  -0.356
H  -1.915  1.006  0.365
H  -0.580  2.666  -0.670
H  -0.400  2.678  1.113
H  -0.955  6.108  0.860
H  0.097  5.411  -0.465
H  0.297  4.868  1.243
C  -0.889  -3.728  0.503
O  0.512  -3.646  0.355
C  1.392  -4.116  1.377
C  1.370  -5.672  1.540
N  1.963  -6.069  2.857
C  1.687  -7.376  3.318
C  2.009  -7.493  4.870
O  1.549  -8.777  5.260
C  2.053  -9.098  6.548
H  -1.272  -4.755  0.550
H  -1.213  -3.249  -0.408
H  -1.240  -3.269  1.437
H  1.119  -3.615  2.333
H  2.410  -3.843  1.099
H  1.869  -6.226  0.757
H  0.327  -6.002  1.576
H  2.978  -5.963  2.802
H  2.269  -8.139  2.822
H  0.626  -7.595  3.161
H  1.533  -6.659  5.424
H  3.075  -7.416  5.088
H  1.614  -8.471  7.352
H  3.130  -8.929  6.645
H  1.858  -10.150  6.651
C  -3.024  2.200  -7.737
O  -2.558  1.474  -6.615
C  -2.221  2.334  -5.572
C  -1.845  1.625  -4.296
N  -2.947  0.859  -3.635
C  -2.376  -0.121  -2.690
C  -3.464  -0.790  -1.916
O  -2.951  -1.194  -0.679
C  -3.897  -2.055  -0.060
H  -2.225  2.899  -8.045
H  -3.997  2.746  -7.546
H  -3.144  1.479  -8.578
H  -3.085  3.014  -5.380
H  -1.361  2.915  -5.883
H  -1.480  2.476  -3.724
H  -1.052  0.926  -4.415
H  -3.494  0.343  -4.302
H  -1.833  0.411  -1.918
H  -1.591  -0.792  -3.130
H  -3.854  -1.645  -2.512
H  -4.310  -0.103  -1.716
H  -4.009  -3.015  -0.583
H  -4.932  -1.653  -0.033
H  -3.611  -2.205  0.965
O  5.144  -0.059  0.734
C  5.629  1.311  1.053
C  5.303  1.639  2.462
O  3.934  1.732  2.770
H  5.790  -0.746  1.001
H  6.743  1.407  0.890
H  5.131  2.015  0.363
H  5.741  2.600  2.658
H  5.713  0.889  3.201
H  3.376  1.275  2.132
O  -2.339  -1.780  2.924
C  -2.142  -1.751  4.342
C  -0.768  -2.411  4.658
O  -0.266  -1.949  5.914
H  -1.749  -1.123  2.513
H  -2.156  -0.747  4.793
H  -2.955  -2.402  4.695
H  -0.120  -2.119  3.830
H  -0.954  -3.454  4.823
H  0.058  -1.038  5.832
O  -0.946  0.979  3.294
C  0.260  1.666  3.538
C  0.929  1.253  4.893
O  -0.014  1.149  5.978
H  -1.548  1.582  2.824
H  0.967  1.461  2.695
H  0.048  2.750  3.639
H  1.691  1.945  5.190
H  1.421  0.283  4.749
H  -0.889  0.929  5.582
O  0.709  0.890  -1.313
C  0.778  -0.405  -0.863
C  1.232  -0.532  0.607
O  2.336  0.311  0.765
H  1.485  1.377  -1.003
H  -0.245  -0.793  -0.997
H  1.434  -0.976  -1.545
H  1.513  -1.579  0.738
H  0.435  -0.195  1.266
H  3.161  -0.169  0.708

## Properties
F_max in Eh/bohr: 0.05577
SMILES: COCCNCCOC.COCCNCCOC.COCCNCCOC.COCCNCCOC.OCCO.OCCO.OCCO.OCCO
Lowest unoccupied orbital energy in eV: 0.3
Energy relative to the best compared isomer or geometry (same formula, charge and spin) in kcal/mol: 6.4
Frontier orbital gap in eV: 9.05

=====

(2)
Here is a cluster of 7 separate species, C32H84N7O7 in total from OMol25. Energies are from ωB97M-V with the def2-TZVPD basis set.

Positions of all 130 atoms, in Å:
C  18.429  -6.798  -2.516
C  17.849  -8.163  -2.863
C  17.313  -8.174  -4.289
O  16.819  -9.491  -4.517
C  16.127  -9.648  -5.756
N  18.867  -9.267  -2.741
H  18.442  -10.133  -3.101
H  19.684  -9.110  -3.338
H  19.135  -9.458  -1.772
H  19.084  -6.373  -3.277
H  19.041  -6.836  -1.611
H  17.620  -6.106  -2.293
H  17.043  -8.433  -2.184
H  18.106  -7.966  -5.013
H  16.468  -7.485  -4.349
H  16.008  -10.709  -5.958
H  16.743  -9.215  -6.550
H  15.148  -9.163  -5.725
C  9.546  -17.877  -7.962
C  10.020  -17.118  -9.184
C  10.015  -15.618  -8.950
O  10.748  -15.024  -10.005
C  11.276  -13.718  -9.756
N  11.395  -17.582  -9.587
H  12.137  -17.082  -9.086
H  11.580  -18.568  -9.376
H  11.494  -17.384  -10.586
H  10.225  -17.708  -7.117
H  9.538  -18.964  -8.060
H  8.554  -17.569  -7.637
H  9.352  -17.327  -10.021
H  10.461  -15.416  -7.962
H  9.030  -15.145  -8.907
H  12.095  -13.610  -10.464
H  11.713  -13.505  -8.778
H  10.520  -12.964  -9.982
C  15.806  -2.457  -11.798
C  14.724  -3.376  -12.349
C  15.033  -4.846  -12.096
O  15.128  -5.139  -10.722
C  15.297  -6.529  -10.508
N  13.364  -2.947  -11.803
H  13.402  -2.569  -10.849
H  13.060  -2.143  -12.361
H  12.716  -3.733  -11.778
H  15.680  -1.376  -11.839
H  16.725  -2.687  -12.342
H  16.060  -2.713  -10.766
H  14.616  -3.224  -13.422
H  15.996  -5.069  -12.562
H  14.253  -5.437  -12.603
H  16.053  -7.019  -11.125
H  14.370  -7.066  -10.781
H  15.355  -6.820  -9.461
C  10.408  -9.281  -12.182
C  11.793  -9.086  -12.760
C  12.593  -10.400  -12.868
O  13.823  -10.298  -13.508
C  14.834  -9.553  -12.837
N  11.712  -8.436  -14.146
H  12.626  -8.202  -14.560
H  11.385  -9.099  -14.860
H  11.184  -7.574  -14.045
H  10.571  -9.391  -11.106
H  9.902  -10.190  -12.510
H  9.707  -8.451  -12.293
H  12.341  -8.392  -12.122
H  11.968  -11.130  -13.384
H  12.770  -10.737  -11.841
H  14.627  -8.477  -12.822
H  15.778  -9.735  -13.340
H  14.869  -9.926  -11.809
C  7.684  -8.421  -8.745
C  8.547  -7.346  -8.061
C  10.001  -7.439  -8.528
N  10.942  -6.578  -7.697
C  10.993  -7.007  -6.243
C  12.374  -6.388  -8.182
C  12.636  -4.897  -8.361
C  11.631  -4.263  -7.390
C  10.419  -5.126  -7.618
H  7.893  -9.439  -8.429
H  7.796  -8.306  -9.824
H  6.642  -8.223  -8.495
H  8.530  -7.496  -6.982
H  8.134  -6.370  -8.309
H  10.270  -7.053  -9.513
H  10.314  -8.483  -8.451
H  11.779  -6.465  -5.731
H  11.223  -8.072  -6.281
H  10.042  -6.818  -5.756
H  13.066  -6.861  -7.489
H  12.552  -6.953  -9.101
H  13.692  -4.649  -8.301
H  12.273  -4.511  -9.323
H  12.065  -4.252  -6.389
H  11.481  -3.223  -7.677
H  9.617  -4.949  -6.906
H  9.986  -4.969  -8.610
C  7.095  -11.900  -5.579
C  8.074  -11.775  -6.743
C  9.373  -12.542  -6.612
N  10.303  -12.180  -5.478
C  10.506  -10.694  -5.317
C  11.638  -12.870  -5.714
C  12.350  -12.926  -4.352
C  11.219  -12.746  -3.321
C  9.942  -12.786  -4.106
H  6.899  -12.956  -5.370
H  6.119  -11.473  -5.797
H  7.491  -11.442  -4.671
H  8.342  -10.717  -6.804
H  7.491  -12.059  -7.620
H  10.020  -12.262  -7.451
H  9.324  -13.629  -6.672
H  11.276  -10.524  -4.577
H  9.522  -10.372  -4.968
H  10.592  -10.243  -6.302
H  12.176  -12.327  -6.489
H  11.360  -13.873  -6.035
H  13.093  -12.136  -4.259
H  12.869  -13.869  -4.199
H  11.272  -11.891  -2.644
H  11.212  -13.568  -2.601
H  9.089  -12.216  -3.755
H  9.732  -13.827  -4.353
N  12.787  -9.884  -8.770
O  13.133  -9.549  -7.607
O  12.001  -10.833  -8.980
O  13.339  -9.340  -9.774

## Properties
F_max in Eh/bohr: 0.05548
Charge: +5
Lowest unoccupied orbital energy in eV: -10.4
Energy relative to the best compared isomer or geometry (same formula, charge and spin) in kcal/mol: 0.0
Frontier orbital gap in eV: 8.52

=====

(3)
Here is a cluster of 12 separate species, C32H85BF3O14S11 in total from OMol25. Energies are from ωB97M-V with the def2-TZVPD basis set.

Positions of all 146 atoms, in Å:
C  4.733  3.404  -2.145
C  5.615  2.340  -2.992
C  5.035  2.152  -4.468
C  5.923  0.994  -2.200
C  4.862  -0.184  -2.367
C  5.185  -1.146  -3.628
C  3.327  0.262  -2.311
O  2.680  0.283  -3.596
B  1.215  -0.013  -3.451
O  0.611  0.690  -4.622
C  0.443  2.067  -4.259
C  -0.059  1.868  -2.737
C  0.467  2.867  -1.601
F  -0.612  3.701  -1.208
F  0.888  2.216  -0.429
F  1.446  3.711  -2.132
O  0.519  0.603  -2.301
H  5.416  4.248  -1.771
H  3.951  3.921  -2.789
H  4.293  2.942  -1.203
H  6.626  2.868  -3.123
H  5.474  3.012  -5.092
H  3.913  2.329  -4.470
H  5.353  1.203  -4.987
H  6.930  0.610  -2.587
H  6.108  1.277  -1.108
H  5.013  -0.869  -1.457
H  4.709  -0.790  -4.586
H  6.306  -1.295  -3.681
H  4.724  -2.161  -3.357
H  3.135  1.233  -1.760
H  2.786  -0.552  -1.700
H  0.995  -1.162  -3.699
H  -0.478  2.356  -4.882
H  1.266  2.811  -4.484
H  -1.194  1.775  -2.707
C  8.296  -3.927  -1.326
S  9.227  -2.466  -1.832
O  8.237  -1.396  -2.156
C  9.814  -3.151  -3.395
H  7.805  -3.711  -0.377
H  7.543  -4.167  -2.078
H  8.980  -4.767  -1.196
H  8.965  -3.440  -4.017
H  10.449  -4.018  -3.197
H  10.396  -2.387  -3.909
C  1.985  1.109  -9.040
S  2.114  -0.154  -7.754
O  3.567  -0.389  -7.506
C  1.515  -1.518  -8.774
H  2.349  2.052  -8.633
H  2.593  0.827  -9.903
H  0.941  1.221  -9.336
H  2.152  -1.636  -9.653
H  0.486  -1.321  -9.079
H  1.547  -2.431  -8.179
C  -5.065  5.452  -2.463
S  -3.761  4.202  -2.435
O  -4.332  2.947  -3.014
C  -3.728  4.004  -0.643
H  -5.280  5.702  -3.503
H  -5.967  5.061  -1.991
H  -4.725  6.345  -1.938
H  -4.712  3.703  -0.283
H  -3.431  4.945  -0.178
H  -2.999  3.233  -0.396
C  11.046  -0.884  1.031
S  12.360  -2.121  1.042
O  11.799  -3.377  0.456
C  12.403  -2.333  2.834
H  10.824  -0.627  -0.004
H  10.150  -1.289  1.505
H  11.383  0.008  1.562
H  11.422  -2.647  3.195
H  12.694  -1.393  3.305
H  13.140  -3.101  3.073
C  -7.090  4.356  2.764
S  -7.217  5.689  1.558
O  -6.199  5.427  0.495
C  -6.556  6.978  2.634
H  -7.419  3.431  2.292
H  -6.054  4.248  3.092
H  -7.733  4.574  3.618
H  -5.554  6.705  2.970
H  -7.217  7.112  3.491
H  -6.507  7.908  2.067
C  -10.407  0.550  3.093
S  -10.062  2.069  2.185
O  -9.971  3.177  3.186
C  -11.679  2.188  1.394
H  -9.533  0.303  3.696
H  -11.268  0.692  3.745
H  -10.601  -0.260  2.389
H  -12.463  2.229  2.153
H  -11.831  1.325  0.744
H  -11.705  3.099  0.797
C  -8.723  2.824  6.000
S  -8.373  3.878  7.421
O  -7.825  5.167  6.900
C  -6.982  2.905  8.029
H  -9.546  3.262  5.438
H  -7.842  2.758  5.360
H  -9.011  1.829  6.348
H  -6.212  2.834  7.259
H  -7.330  1.907  8.307
H  -6.570  3.401  8.909
C  -13.076  -3.443  5.714
S  -13.479  -1.752  5.229
O  -12.510  -1.349  4.165
C  -12.938  -0.982  6.769
H  -13.300  -4.103  4.876
H  -12.016  -3.517  5.961
H  -13.684  -3.729  6.573
H  -11.886  -1.210  6.951
H  -13.551  -1.348  7.594
H  -13.064  0.097  6.678
C  13.457  -7.719  -2.222
S  13.050  -6.024  -2.694
O  14.019  -5.610  -3.752
C  13.583  -5.266  -1.146
H  13.238  -8.374  -3.066
H  14.517  -7.792  -1.972
H  12.848  -8.015  -1.366
H  14.636  -5.493  -0.964
H  12.970  -5.641  -0.326
H  13.454  -4.188  -1.228
C  -4.854  -0.840  7.898
S  -6.427  -0.806  7.014
O  -7.506  -0.598  8.028
C  -6.430  -2.556  6.573
H  -4.664  0.156  8.300
H  -4.902  -1.559  8.717
H  -4.054  -1.110  7.207
H  -6.380  -3.168  7.475
H  -5.578  -2.770  5.925
H  -7.355  -2.774  6.037
C  0.661  -5.596  -2.067
S  0.254  -3.902  -2.551
O  1.240  -3.495  -3.589
C  0.751  -3.130  -0.998
H  0.462  -6.253  -2.914
H  1.717  -5.662  -1.797
H  0.037  -5.894  -1.222
H  1.801  -3.348  -0.793
H  0.123  -3.505  -0.187
H  0.616  -2.051  -1.093

## Properties
F_max in Eh/bohr: 0.05973
Charge: -1
Lowest unoccupied orbital energy in eV: 1.2
Frontier orbital gap in eV: 5.46